(1)
Below is an isolated ion of composition C26H47I2NPSi and charge +1, with properties calculated with ωB97M-V with the def2-TZVPD basis set.

## Properties
- E_LUMO: -3.29 eV
- Charge: +1
- Spin multiplicity: 1
- Structure (SMILES): C[C@H](I)[C@H](I)[N@H+]1CC[C@@H](P(C)C)C[C@@H]1CCCCCCCC[Si](C)(C)c1ccccc1

The geometry in XYZ format:
```
78
Properties=species:S:1:pos:R:3:forces:R:3:lowdin_charge:R:1
C -4.039652 3.565572 1.396754 -0.34 -0.60 0.17 -0.187
C -4.613374 2.331205 0.692533 0.17 0.76 -0.30 -0.819
I -5.236330 0.910654 2.173792 -0.11 -0.17 -0.01 0.997
C -3.635720 1.667203 -0.253330 -0.04 0.24 0.21 -0.736
I -2.925876 3.062893 -1.726556 -0.07 -0.17 0.01 1.047
N -4.204910 0.437915 -0.888059 0.49 0.18 -0.43 -0.119
C -5.410629 0.671682 -1.725575 -0.92 -0.16 0.05 -0.138
C -5.970464 -0.595055 -2.366969 0.63 -0.56 -0.32 -0.152
C -4.885358 -1.602114 -2.886051 -0.95 1.54 -0.47 -0.458
P -5.282117 -2.204301 -4.604623 0.69 -1.22 -0.47 0.902
C -5.393164 -0.667099 -5.621150 -0.23 0.25 0.83 -0.276
C -7.035733 -2.722567 -4.495809 0.08 0.51 0.54 -0.303
C -3.548952 -0.868438 -2.949220 0.00 -0.62 0.49 -0.181
C -3.127718 -0.384033 -1.566730 0.39 -1.07 -0.29 -0.272
C -2.762944 -1.561358 -0.640840 0.25 0.52 0.05 -0.127
C -1.677464 -1.211032 0.388499 0.05 -0.32 0.30 -0.207
C -0.573699 -2.260393 0.478562 0.15 0.12 0.13 -0.206
C 0.513636 -1.847590 1.485876 -0.40 -0.27 -0.27 -0.214
C 1.918375 -2.122830 0.974650 -0.06 0.41 0.70 -0.214
C 2.995656 -1.648542 1.957685 -0.51 0.10 -0.36 -0.224
C 4.318339 -1.437488 1.247646 0.50 -0.36 0.25 -0.276
C 5.527618 -1.241584 2.186907 -0.44 0.15 -0.09 -0.242
Si 5.750105 0.504974 2.879617 -0.31 0.10 0.03 0.592
C 6.166892 0.461751 4.709121 0.06 0.09 -0.19 -0.177
C 4.143378 1.499802 2.731767 0.65 -0.30 -0.16 -0.171
C 7.018710 1.476718 1.887038 0.11 0.01 0.43 -0.254
C 7.676446 2.547241 2.522591 0.10 -0.18 -0.77 -0.095
C 8.596840 3.335427 1.827662 -0.59 -0.57 0.06 -0.082
C 8.862570 3.049408 0.492353 -0.13 -0.20 -0.05 -0.088
C 8.225712 1.983527 -0.150088 -0.29 0.02 0.46 -0.082
C 7.301612 1.198680 0.545179 0.44 0.65 0.36 -0.096
H -4.085201 4.438110 0.757537 0.27 0.07 -0.23 0.057
H -4.670887 3.775833 2.251458 0.02 0.13 0.21 0.059
H -3.033481 3.357234 1.747331 0.18 0.21 0.05 0.087
H -5.478080 2.654562 0.123784 -0.37 -0.20 0.17 0.074
H -2.752150 1.352762 0.288720 0.15 -0.10 0.03 0.078
H -4.516650 -0.141563 -0.099006 -0.10 0.10 0.12 0.060
H -6.168556 1.081945 -1.065941 -0.05 0.13 0.10 0.119
H -5.222374 1.415367 -2.489309 0.53 0.11 0.02 0.093
H -6.696344 -1.103448 -1.739751 -0.01 0.03 0.23 0.122
H -6.506324 -0.244817 -3.242700 -0.33 0.15 0.02 0.089
H -4.818236 -2.459397 -2.226257 0.06 -0.23 0.03 0.104
H -5.207035 0.217605 -5.010739 0.08 0.15 -0.04 0.022
H -4.661412 -0.687102 -6.415980 0.03 -0.03 -0.22 0.032
H -6.399610 -0.542742 -6.006740 -0.08 -0.10 -0.30 0.042
H -7.148644 -3.475139 -3.720102 0.04 -0.21 0.01 0.039
H -7.688440 -1.888671 -4.236941 -0.20 0.01 -0.12 0.033
H -7.340226 -3.150209 -5.442723 -0.05 -0.04 -0.17 0.038
H -3.537210 -0.083405 -3.699158 -0.12 0.28 0.05 0.107
H -2.780816 -1.578800 -3.243854 0.18 0.00 -0.19 0.123
H -2.222845 0.201806 -1.679086 -0.12 0.52 0.07 0.108
H -2.383245 -2.357661 -1.273347 -0.03 -0.17 -0.09 0.123
H -3.654199 -1.941215 -0.141362 -0.12 -0.20 -0.01 0.124
H -2.090080 -1.096550 1.391573 -0.20 0.14 0.06 0.113
H -1.190333 -0.265592 0.149630 -0.01 0.18 -0.15 0.106
H -0.114991 -2.378504 -0.503425 -0.01 -0.03 -0.18 0.113
H -1.004042 -3.224652 0.743020 -0.04 -0.15 -0.01 0.120
H 0.343988 -2.359209 2.431656 0.02 0.01 0.18 0.120
H 0.391642 -0.781046 1.675027 0.18 0.18 0.14 0.106
H 2.025437 -3.189922 0.796919 0.11 -0.11 -0.37 0.121
H 2.040573 -1.552301 0.053768 0.08 -0.23 -0.31 0.116
H 2.619921 -0.730747 2.406958 0.20 0.20 0.13 0.088
H 3.098658 -2.366355 2.768781 0.10 -0.15 0.11 0.120
H 4.237469 -0.622322 0.529010 -0.07 0.13 -0.08 0.099
H 4.511600 -2.338632 0.663524 -0.03 -0.08 -0.19 0.109
H 6.419148 -1.578468 1.662685 0.27 0.12 0.03 0.072
H 5.397845 -1.933364 3.020639 0.10 -0.05 0.15 0.072
H 5.553425 -0.288523 5.203999 -0.05 -0.12 0.06 0.028
H 7.211280 0.252993 4.926711 0.11 -0.10 -0.02 0.034
H 5.920006 1.419468 5.163365 0.01 0.14 0.07 0.028
H 4.389144 2.524617 2.998505 -0.10 0.18 0.10 0.030
H 3.350163 1.126399 3.369774 -0.18 0.03 0.07 0.021
H 3.841187 1.497254 1.686401 -0.27 0.04 -0.08 0.027
H 7.466557 2.763981 3.560863 0.00 0.04 0.11 0.093
H 9.066824 4.157691 2.341747 0.20 0.14 -0.07 0.099
H 9.569889 3.662682 -0.045245 0.07 0.01 -0.12 0.099
H 8.415886 1.756245 -1.187768 0.18 0.09 -0.11 0.098
H 6.808982 0.373574 0.052814 -0.03 -0.11 -0.14 0.091
```
Positions in Å, forces in eV/Å.

(2)
Below is a single C4H4O molecule, with properties calculated with ωB97M-V with the def2-TZVPD basis set.

## Properties
- E_LUMO: -1.27 eV
- Spin multiplicity: 1
- ΔE to the lowest compared entry with this formula, charge and spin: 491.9 kJ/mol

The geometry in XYZ format:
```
9
Properties=species:S:1:pos:R:3:forces:R:3:lowdin_charge:R:1
C 0.876550 0.006584 -0.954466 0.60 1.43 -0.80 -0.224
C 1.104254 -1.320073 -0.738564 -1.50 -1.45 3.03 0.255
C -0.605758 -0.221524 0.857207 -1.28 0.86 -2.31 -0.405
C -0.139872 0.622035 -0.282543 -0.78 0.13 0.57 -0.003
O -0.084425 -1.451441 0.827603 1.60 0.12 -2.32 -0.159
H 1.611053 0.431604 -1.661424 -0.92 0.07 -0.01 0.108
H -0.301357 0.440486 1.651405 0.11 0.35 1.32 0.132
H -1.741526 -0.078108 0.751954 0.90 -0.82 0.57 0.160
H -0.718921 1.570437 -0.451173 1.26 -0.69 -0.06 0.137
```
Positions in Å, forces in eV/Å.

(3)
Below is a single C4H6N2O molecule, with properties calculated with ωB97M-V with the def2-TZVPD basis set.

## Properties
- E_LUMO: 0.42 eV
- Spin multiplicity: 1
- ΔE to the lowest compared entry with this formula, charge and spin: 305.7 kJ/mol

The geometry in XYZ format:
```
13
Properties=species:S:1:pos:R:3:forces:R:3:lowdin_charge:R:1
C 2.315309 -0.023055 -0.268520 0.19 -0.09 -0.05 -0.080
C 1.199178 -0.908475 -0.662071 -0.58 -0.07 0.01 -0.065
N 0.134196 -0.627745 -1.160832 0.47 1.04 0.46 0.053
C -1.019617 -0.063860 -0.906962 -0.14 -0.87 -0.04 -0.096
C -1.338302 0.134027 0.503566 0.22 -0.27 0.07 -0.493
O -2.607175 0.547402 0.778600 -0.11 -0.02 -0.15 0.055
N -0.486832 -0.098304 1.423694 -0.38 0.08 -0.18 0.144
H 3.268153 -0.547633 -0.250736 -0.01 0.11 0.00 0.063
H 2.031048 0.234402 0.763948 0.12 -0.08 -0.22 0.079
H 2.373000 0.902049 -0.855785 -0.05 -0.20 0.04 0.082
H -1.792418 -0.073400 -1.661780 0.07 0.18 -0.10 0.098
H -3.131012 0.549128 -0.033979 0.05 0.04 0.16 0.097
H -0.945525 -0.024542 2.330857 0.14 0.15 -0.01 0.064
```
Positions in Å, forces in eV/Å.

(4)
Below is C18H33Cl3InN6O5S3Si as an isolated structure, with properties calculated with ωB97M-V with the def2-TZVPD basis set.

## Properties
- E_LUMO: -2.76 eV
- Charge: +1
- Spin multiplicity: 1
- ΔE to the lowest compared entry with this formula, charge and spin: 60.9 kJ/mol

The geometry in XYZ format:
```
70
Properties=species:S:1:pos:R:3:forces:R:3:lowdin_charge:R:1
In 1.100774 -0.804013 -0.677124 -0.46 -0.52 -0.60 0.664
C -0.532431 -2.401369 -3.163787 -0.05 0.08 0.03 -0.175
C -0.924680 -0.908765 -3.127949 0.09 -0.14 0.02 -0.167
N 0.236153 -0.079192 -2.796139 -0.20 0.28 0.40 -0.098
C 1.240381 -0.003090 -3.862487 0.10 -0.11 0.09 -0.144
C 2.666730 0.012205 -3.304690 -0.13 0.00 0.00 -0.150
N 2.861238 -0.964754 -2.232701 0.24 0.28 0.35 -0.129
C 3.110094 -2.361604 -2.594088 -0.15 -0.04 -0.02 -0.181
C 1.844875 -3.082237 -3.067272 0.06 0.06 0.05 -0.182
N 0.633661 -2.701609 -2.313921 -0.05 -0.03 -0.03 -0.115
H -0.326514 -2.709294 -4.190018 0.00 -0.04 0.01 0.115
H -1.386814 -2.981895 -2.820263 -0.01 -0.02 -0.02 0.109
H -1.674368 -0.746069 -2.357567 0.01 0.07 -0.04 0.092
H -1.367803 -0.617643 -4.084152 -0.01 -0.01 -0.01 0.134
H -0.080033 0.845125 -2.510942 -0.06 0.01 -0.16 0.089
H 1.096548 0.889003 -4.474737 -0.03 -0.02 -0.04 0.137
H 1.107806 -0.863650 -4.516297 -0.02 0.03 -0.04 0.111
H 2.861606 0.991562 -2.866019 0.06 0.00 -0.01 0.111
H 3.374933 -0.142561 -4.124170 0.02 0.02 0.00 0.134
H 3.604941 -0.629674 -1.625834 0.06 -0.02 -0.06 0.087
H 3.493971 -2.856761 -1.702470 0.05 0.04 0.00 0.068
H 3.875639 -2.438932 -3.372483 0.02 -0.01 0.01 0.133
H 2.020944 -4.155821 -2.985111 0.01 -0.01 -0.03 0.124
H 1.682701 -2.870540 -4.123690 -0.03 -0.02 0.01 0.108
H 0.395222 -3.429170 -1.651062 -0.02 -0.03 -0.03 0.008
C 2.794385 3.377677 -0.564146 -0.19 0.05 -0.07 -0.111
S 2.333678 1.854651 0.187821 0.34 -0.09 -0.33 0.457
O 1.084885 1.432579 -0.542570 0.46 -0.10 0.28 -0.410
O 2.093147 2.108220 1.589673 0.24 0.43 -0.82 -0.323
O 3.366313 0.864648 -0.090071 0.02 0.17 0.09 -0.359
H 1.900623 3.997268 -0.607738 0.05 0.06 0.02 0.079
H 3.162080 3.173877 -1.566632 0.02 0.03 0.01 0.067
H 3.560026 3.847380 0.046842 0.05 -0.04 -0.01 0.078
O -1.732966 1.723373 -1.305301 0.01 0.14 0.02 -0.264
S -1.773568 1.193229 0.030491 0.11 -0.46 -0.52 0.699
O -1.288537 2.023660 1.107164 0.19 0.05 -2.49 -0.315
N -1.046316 -0.303522 0.072693 -0.33 0.07 -0.21 -0.198
C -1.957940 -1.296927 0.212498 0.32 -0.06 0.25 -0.830
S -1.566816 -2.903003 0.217699 -0.04 0.16 -0.04 0.745
C -3.339461 -0.782504 0.425035 0.12 -0.10 -0.01 -0.234
C -4.495287 -1.513469 0.645135 -0.05 0.02 -0.01 -0.009
C -5.679731 -0.817108 0.843237 0.04 0.04 0.01 -0.040
C -5.706722 0.577834 0.820940 -0.01 -0.04 0.00 -0.048
C -4.550759 1.310659 0.584930 0.02 0.04 0.01 -0.023
C -3.384701 0.595833 0.392671 -0.07 0.05 0.03 -0.222
H -4.457486 -2.594704 0.654593 0.01 0.01 0.03 0.108
H -6.596811 -1.362811 1.019668 0.00 0.01 0.00 0.115
H -6.642326 1.096418 0.982230 0.00 -0.01 -0.01 0.114
H -4.563261 2.392084 0.545961 -0.02 -0.01 0.00 0.126
Cl 1.431887 -2.605548 2.891962 0.06 -0.18 0.10 0.304
Si 2.135630 -2.484240 0.991190 -0.17 0.17 -0.17 -0.702
Cl 4.167875 -2.168217 1.051085 0.03 -0.03 0.06 0.295
Cl 1.906263 -4.389295 0.192325 0.07 -0.06 0.03 0.294
N -0.628892 2.511391 4.490474 0.05 -0.16 0.27 0.063
C -1.502631 1.731854 3.535580 0.03 0.16 0.99 -0.109
C -0.889516 0.346389 3.359389 0.00 0.08 0.11 -0.188
N 0.493427 0.391923 2.935490 -0.18 -0.01 0.02 -0.071
C 1.316876 1.157019 3.852553 -0.07 -0.09 -0.02 -0.206
C 0.801632 2.579500 4.006110 -0.09 0.03 0.08 -0.094
H -0.636633 2.043268 5.399622 0.02 0.14 0.04 0.174
H -1.003151 3.449958 4.623456 0.01 -0.07 0.00 0.178
H -1.485018 2.269220 2.589477 -0.22 -0.01 1.29 0.054
H -2.511931 1.700363 3.944832 -0.01 -0.02 0.16 0.137
H -1.485229 -0.210268 2.633889 0.04 0.01 0.11 0.106
H -0.940985 -0.203151 4.307368 -0.06 -0.07 -0.01 0.129
H 0.568167 0.795411 2.006334 -0.08 -0.01 0.27 0.050
H 2.327762 1.212477 3.458218 -0.05 -0.12 0.29 0.116
H 1.340792 0.644984 4.821353 -0.02 0.01 0.04 0.131
H 0.794255 3.068730 3.032050 -0.09 0.00 0.17 0.118
H 1.371395 3.173633 4.719389 -0.03 -0.01 0.06 0.135
```
Positions in Å, forces in eV/Å.

(5)
Below is a 2-piece molecular cluster, C3H11N5O overall, with properties calculated with ωB97M-V with the def2-TZVPD basis set.

## Properties
- E_LUMO: 0.81 eV
- Spin multiplicity: 1
- Structure (SMILES): [H]/N=C\NN.NCC(N)=O
- ΔE to the lowest compared entry with this formula, charge and spin: 108.4 kJ/mol

The geometry in XYZ format:
```
20
Properties=species:S:1:pos:R:3:forces:R:3:lowdin_charge:R:1
C -2.420809 0.990855 -0.983314 0.09 0.18 -0.16 -0.190
N -3.412810 0.638649 0.022104 -0.28 0.06 0.02 -0.016
C 2.370081 -1.875025 0.517735 -0.12 0.06 0.22 -0.370
N 2.758111 -2.957558 0.001468 0.16 -0.83 -0.24 0.052
H -3.490247 1.381901 0.709527 -0.08 -0.07 -0.07 0.081
H -4.324157 0.522858 -0.406464 0.08 -0.01 0.10 0.074
H 3.329028 -2.841763 -0.834728 -0.01 0.16 0.01 0.027
H -2.472509 0.255741 -1.792758 0.04 0.09 0.03 0.127
H -2.553607 1.986609 -1.431378 0.14 -0.20 0.08 0.120
H 1.761914 -1.921924 1.414558 -0.12 0.16 0.14 0.107
N 2.639968 -0.611084 0.111547 0.26 0.72 -0.36 -0.091
C -1.009552 0.916558 -0.410500 -0.41 -0.09 -0.02 -0.546
N 2.053632 0.498362 0.746230 0.23 0.19 -0.08 0.002
N -0.898438 0.148898 0.677168 0.02 -0.31 0.38 0.176
O -0.072782 1.507240 -0.921904 0.23 0.30 -0.39 0.011
H 3.163508 -0.474347 -0.748094 -0.20 0.00 0.27 0.140
H 2.775768 1.097156 1.144857 -0.12 -0.26 -0.04 0.088
H 1.511138 1.048103 0.068620 0.09 -0.21 0.10 0.046
H -1.719409 -0.326122 1.015197 0.02 0.01 0.00 0.092
H 0.011171 0.014893 1.100130 -0.02 0.05 0.00 0.071
```
Positions in Å, forces in eV/Å.

(6)
Below is a 2-piece molecular cluster, C3H10NO2S overall, with properties calculated with ωB97M-V with the def2-TZVPD basis set.

## Properties
- E_LUMO: -3.53 eV
- Charge: +1
- Spin multiplicity: 1
- ΔE to the lowest compared entry with this formula, charge and spin: 43.3 kJ/mol

The geometry in XYZ format:
```
17
Properties=species:S:1:pos:R:3:forces:R:3:lowdin_charge:R:1
O 0.800686 -0.942792 1.482354 -0.18 0.07 -0.43 0.089
C 0.255972 -0.974587 0.407676 0.15 0.59 0.70 -0.225
C 0.092181 0.337451 -0.414707 1.09 -0.43 0.79 -0.289
C -1.260220 1.045171 -0.245090 0.10 -0.72 -0.55 -0.501
S -2.615047 -0.162827 -0.366929 -0.23 0.36 -0.51 0.802
N 1.163310 1.283742 0.126568 -1.21 0.83 0.54 0.211
H -0.133948 -1.910406 -0.008249 -0.07 0.08 -0.22 0.137
H 0.386973 0.069116 -1.425659 -0.39 0.33 -0.29 0.156
H -1.378323 1.743244 -1.074731 -0.22 -0.06 -0.03 0.090
H -1.331441 1.633446 0.667401 0.16 -0.19 0.26 0.092
H -2.307569 -0.898162 0.697943 0.08 0.01 0.35 -0.126
H 0.783752 2.226644 0.026087 0.27 0.12 -0.10 0.165
H 2.094331 1.263477 -0.271741 0.30 -0.70 -0.32 0.140
H 1.245339 1.135064 1.143685 0.15 -0.41 -0.11 0.167
H 3.106124 -1.558111 -0.328696 0.00 0.28 0.21 0.067
H 3.902404 -0.609433 -1.187689 -0.01 0.16 0.10 0.069
O 3.226485 -0.610477 -0.495673 0.00 -0.34 -0.38 -0.043
```
Positions in Å, forces in eV/Å.

Number 1: HOMO -10.41 eV. Number 2: HOMO -9.78 eV. Number 3: HOMO -7.98 eV. Number 4: HOMO -10.92 eV. Number 5: HOMO -8.84 eV. Number 6: HOMO -13.39 eV.